Entry 1:
27
Properties=species:S:1:pos:R:3:forces:R:3 method="wB97M-V/def2-TZVPD" charge=+1 e_tot_ev=-35419.2090 lumo_energy_ev=-4.067
C -0.724386 -4.111084 2.147440 -0.11 0.08 -0.01
C 0.156675 -2.939560 1.821168 0.19 -0.06 0.22
O -0.455487 -2.263099 0.623688 -0.06 0.24 0.09
S 0.228758 -0.981265 0.093584 0.26 -0.12 -0.05
F 1.058021 -1.543090 -1.115337 -0.10 -0.05 0.00
C -1.156226 -0.207565 -0.703610 -0.17 0.30 0.05
S -1.159111 0.375656 -2.437685 0.00 -0.39 0.14
C 0.557224 0.639766 -2.933784 0.15 0.24 -0.11
C 1.400419 1.549809 -2.038239 0.05 0.06 -0.01
H -1.674158 -3.785051 2.568122 0.01 0.00 -0.01
H -0.211779 -4.724711 2.888502 -0.02 -0.01 -0.01
H -0.920967 -4.716552 1.263951 0.10 -0.04 0.01
H 1.172411 -3.231896 1.558747 -0.07 -0.02 -0.19
H 0.194164 -2.201908 2.621297 -0.07 0.05 -0.05
H -1.967865 -0.927494 -0.589265 -0.04 0.02 -0.10
H -1.332523 0.632909 -0.020865 0.01 -0.09 0.03
H 1.047782 -0.306585 -3.131251 -0.03 -0.10 0.04
H 0.400774 1.094124 -3.915317 -0.04 0.05 0.06
H 1.880624 2.329114 -2.628745 0.00 0.00 0.01
H 2.205774 0.999746 -1.548713 -0.09 -0.03 0.08
H 0.796202 2.051677 -1.279693 0.03 -0.04 -0.01
C -0.265778 4.161220 0.869034 -0.01 0.09 0.11
C -0.336797 2.908234 1.612561 -0.04 0.12 -0.09
N -0.410377 1.922547 2.195956 0.03 -0.28 -0.21
H 0.547811 4.773084 1.254703 0.00 -0.01 0.00
H -0.095503 3.966980 -0.187897 0.00 -0.01 0.00
H -1.201801 4.705799 0.980761 0.01 0.00 0.01

***

Entry 2:
24
Properties=species:S:1:pos:R:3:forces:R:3 method="wB97M-V/def2-TZVPD" e_tot_ev=-21052.9385 smiles=FCC1CC1.CCSC lumo_energy_ev=0.830
F -4.108895 -0.963918 -0.914065 -0.08 -0.08 -0.09
C -3.433237 0.120645 -0.370964 0.24 0.31 0.22
C -2.317887 -0.346137 0.512547 -0.47 -0.16 0.22
C -1.014583 -0.760543 -0.104580 -1.26 -0.28 0.35
C -1.102029 0.524136 0.665714 -1.64 -0.24 0.36
H -4.161797 0.720740 0.186640 0.05 -0.11 -0.09
H -3.037871 0.727091 -1.195148 -0.06 -0.10 0.02
H -2.641950 -0.899343 1.390862 0.01 0.07 -0.10
H -0.481969 -1.594049 0.341349 -0.19 0.19 -0.08
H -0.929053 -0.702319 -1.187055 -0.13 -0.04 0.30
H -0.633797 0.577723 1.645019 -0.16 -0.02 -0.09
H -1.068353 1.456375 0.106859 -0.15 -0.16 0.10
C 2.310360 1.555897 -0.468231 0.22 -0.09 -0.22
C 1.210656 0.515914 -0.645129 1.29 0.47 0.14
S 1.805410 -1.168841 -0.956283 0.61 0.09 -0.13
C 2.556654 -1.548019 0.641962 0.04 0.04 0.02
H 2.933388 1.338011 0.406673 -0.11 0.03 -0.13
H 1.874367 2.550850 -0.323484 0.04 -0.10 -0.01
H 2.962062 1.586202 -1.347269 -0.03 0.07 0.14
H 0.591794 0.760539 -1.513663 0.09 0.00 0.09
H 0.546293 0.498660 0.223875 1.83 0.06 -0.92
H 1.833320 -1.427269 1.453803 0.04 0.00 -0.06
H 3.435777 -0.929261 0.839519 -0.14 -0.07 -0.03
H 2.871349 -2.593084 0.611060 -0.04 0.11 -0.02

***

Entry 3:
23
Properties=species:S:1:pos:R:3:forces:R:3 method="wB97M-V/def2-TZVPD" e_tot_ev=-8991.0259 de_lowest_ev=1.464 smiles="C/C=C/C.C/C=C/N" lumo_energy_ev=1.094
C 0.839656 -2.258666 -2.572884 0.36 0.48 0.16
C -0.359257 -1.448379 -2.190262 -0.09 0.04 0.28
C -0.458890 -0.125224 -2.252534 0.27 -0.14 -0.02
C -1.688648 0.642798 -1.876209 0.25 -0.16 0.39
H 1.699767 -1.608782 -2.760660 -0.09 0.01 -0.05
H 1.128375 -2.919241 -1.755324 -0.05 -0.24 -0.10
H 0.677749 -2.836584 -3.481566 -0.11 -0.19 0.07
H -1.194835 -1.991379 -1.755673 -0.16 -0.13 -0.26
H 0.437268 0.417554 -2.551629 -0.20 0.16 -0.21
H -2.395251 -0.040840 -1.410408 -0.22 0.01 -0.15
H -1.459591 1.379120 -1.104323 0.00 0.15 -0.16
H -2.148407 1.138202 -2.730344 0.01 0.03 -0.04
C 1.462136 1.770316 3.423913 -0.14 0.36 -0.38
C 0.975355 0.801247 2.382969 0.33 0.38 -0.25
C -0.296282 0.768389 2.009637 -0.25 -0.01 0.30
N -0.944243 -0.140814 1.138402 0.22 0.37 -0.23
H 0.717839 2.558060 3.547278 -0.02 -0.01 0.20
H 1.616334 1.289331 4.389737 0.06 -0.07 0.00
H 2.388135 2.268394 3.137856 0.11 -0.09 -0.01
H 1.720370 0.192440 1.879064 -0.11 -0.40 0.24
H -0.951788 1.541388 2.407977 -0.14 -0.25 0.24
H -1.451509 -0.841358 1.661041 -0.02 -0.07 -0.15
H -0.314281 -0.555970 0.463940 -0.03 -0.24 0.13

***

Entry 4:
23
Properties=species:S:1:pos:R:3:forces:R:3 method="wB97M-V/def2-TZVPD" e_tot_ev=-8991.4947 de_lowest_ev=0.995 smiles="C/C=C/CCCCN" lumo_energy_ev=1.167
C -2.811122 -3.105816 -1.148791 -0.26 0.42 -0.08
C -2.240574 -1.793781 -0.712981 0.05 0.42 -0.64
C -0.972773 -1.402928 -0.719320 0.02 -0.03 0.59
C -0.506892 -0.156002 -0.021481 0.07 0.86 -0.41
C 0.677667 0.563515 -0.722130 -0.16 -0.59 0.04
C 1.829520 0.917109 0.221591 0.27 0.15 -0.70
C 1.689123 2.288189 0.889866 -0.36 -0.23 -0.01
N 2.377726 2.356311 2.169650 0.36 0.17 0.40
H -3.737552 -2.952251 -1.710727 0.15 -0.02 -0.11
H -2.118091 -3.685504 -1.757712 0.00 -0.11 0.19
H -3.116997 -3.640971 -0.251101 0.14 -0.38 -0.01
H -2.959327 -1.032434 -0.422674 -0.13 -0.16 0.39
H -0.171284 -2.030714 -1.098754 -0.09 -0.25 0.00
H -1.324815 0.564024 0.080225 -0.19 -0.21 -0.02
H -0.235222 -0.396561 1.007842 0.20 -0.18 0.02
H 1.050400 -0.094205 -1.512425 0.07 -0.06 0.08
H 0.301419 1.435889 -1.262089 0.10 0.15 0.12
H 1.978284 0.123172 0.951697 -0.17 0.07 0.22
H 2.752409 0.936242 -0.366530 0.07 -0.03 0.08
H 2.083712 3.026956 0.193946 0.06 0.18 0.03
H 0.625317 2.530117 0.990919 -0.01 -0.04 0.14
H 1.761191 2.456268 2.964029 -0.07 -0.06 -0.16
H 3.067881 3.093366 2.236944 -0.14 -0.07 -0.17

***

Entry 5:
23
Properties=species:S:1:pos:R:3:forces:R:3 method="wB97M-V/def2-TZVPD" e_tot_ev=-8988.3927 de_lowest_ev=4.097 lumo_energy_ev=1.055
C -0.181739 -0.446027 -0.323115 -5.69 3.03 0.00
C 0.310813 -0.086790 0.952787 6.57 -1.95 -0.12
C 2.120786 -0.618865 0.500666 -1.88 0.93 2.45
C -0.775736 -1.804048 -0.554355 -0.20 0.09 -0.11
C 2.843159 0.494140 -0.222280 -0.19 0.10 0.06
C -1.717142 0.821466 -0.025557 1.09 -1.55 -2.49
N -2.871948 0.316005 0.540839 -0.01 -0.30 0.05
C -1.656680 1.931704 -0.763970 0.01 -0.09 0.08
H 0.264398 0.006131 -1.202449 0.04 0.12 0.15
H -2.766985 -0.126304 1.440235 -0.07 -0.01 -0.02
H -3.704608 0.894895 0.474400 0.29 -0.04 0.12
H 0.034649 -0.738178 1.774177 -0.22 0.11 0.07
H 0.474097 0.949222 1.222090 -0.22 -0.01 -0.15
H 2.474311 -0.756458 1.522683 0.54 -0.10 -0.17
H 2.165607 -1.576585 -0.014901 -0.40 0.02 -0.05
H -0.086222 -2.444146 -1.104789 0.02 -0.10 0.03
H -1.693304 -1.690484 -1.135318 0.14 -0.13 -0.13
H -1.065993 -2.292320 0.375125 0.15 -0.02 0.08
H -0.741462 2.236787 -1.253043 0.03 -0.19 -0.15
H -2.527845 2.550028 -0.973211 0.04 0.18 0.43
H 2.683875 1.455949 0.272304 0.00 -0.04 -0.01
H 3.924955 0.330079 -0.251499 -0.09 -0.08 -0.07
H 2.493013 0.593800 -1.250818 0.04 0.04 -0.06

***

Entry 6:
23
Properties=species:S:1:pos:R:3:forces:R:3 method="wB97M-V/def2-TZVPD" e_tot_ev=-8991.3852 de_lowest_ev=1.105 smiles="C=C(C)CC[C@H](C)N" lumo_energy_ev=1.053
C -1.958126 -0.688184 2.309007 0.65 0.54 -0.03
C -1.625515 -0.632457 1.023766 0.16 -1.28 0.00
C -2.658704 -0.761415 -0.068218 0.03 -0.09 -0.61
C -0.165180 -0.697347 0.613950 -0.20 0.57 -0.33
C 0.179561 0.126779 -0.636191 -1.17 1.62 0.39
C 1.512416 0.846489 -0.537873 0.97 0.20 -1.41
C 1.788497 1.736434 -1.774727 -1.28 -0.96 -0.15
N 2.557051 -0.148726 -0.410529 0.40 -1.20 0.45
H -2.977164 -0.788691 2.640067 -0.21 0.06 0.11
H -1.163780 -0.574398 3.050530 -0.37 -0.18 -0.01
H -2.209401 -0.796084 -1.061802 0.18 0.53 0.02
H -3.318018 0.101530 0.002992 -0.27 -0.12 -0.29
H -3.243151 -1.689124 -0.116363 -0.03 0.17 0.83
H 0.458464 -0.275334 1.397220 -0.01 -0.19 0.34
H 0.104024 -1.747751 0.528709 0.17 -0.09 -0.21
H -0.545602 0.960228 -0.690751 0.00 -0.13 0.29
H -0.028374 -0.308292 -1.614038 0.65 -0.67 0.02
H 1.558454 1.531087 0.309968 -0.26 -0.38 0.41
H 2.735682 2.224036 -1.636855 0.31 0.39 -0.30
H 1.765714 1.084259 -2.643684 0.73 -0.30 -0.22
H 0.970631 2.398101 -2.059393 0.06 0.63 0.65
H 2.607981 -0.798395 -1.186784 -0.31 0.18 -0.03
H 3.510386 0.091607 -0.188080 -0.18 0.70 0.09

***

Entry 7:
24
Properties=species:S:1:pos:R:3:forces:R:3 method="wB97M-V/def2-TZVPD" charge=+1 e_tot_ev=-10470.2830 de_lowest_ev=6.013 lumo_energy_ev="-6.092 / -4.281"
C 1.893137 -0.219005 -0.177171 -0.66 1.51 -1.20
C 0.050081 1.245271 -0.855735 -0.65 2.84 -0.70
C -0.879916 0.279901 -0.069188 -0.97 1.73 -2.59
C 3.259494 -0.635931 0.085153 -0.83 -2.71 -1.02
C -0.686718 0.533931 1.384291 -2.85 -0.35 1.41
C -2.357109 0.743086 -0.566574 0.64 -2.53 2.15
C -1.015500 -2.105938 0.145520 -0.88 -0.71 -1.42
N 1.498832 0.922747 -0.600822 -3.41 -3.57 0.44
N -0.726646 -0.982414 -0.687208 1.58 -0.06 0.13
H -0.191368 1.372701 -1.976101 0.69 -1.04 1.56
H -0.101580 2.373648 -0.537238 0.37 -2.25 -0.03
H 3.173976 -1.299053 0.950630 0.48 -0.02 0.04
H 3.940131 0.166948 0.281570 0.55 0.45 -0.22
H 3.509284 -1.357504 -0.809563 -0.04 1.51 1.59
H -1.119108 -0.322671 2.071484 1.24 2.00 -1.19
H -1.240804 1.497616 1.559121 0.13 -1.09 0.32
H 0.301455 0.865596 1.519968 1.53 -0.47 1.01
H -3.063093 0.159493 0.072675 0.37 0.77 -0.08
H -2.521427 0.284307 -1.508079 -0.11 0.50 -1.35
H -2.489527 1.789814 -0.417460 -0.19 0.68 -0.31
H -0.921168 -3.087161 -0.547685 -0.41 2.20 2.11
H -2.127434 -1.829566 0.446366 1.93 -1.39 0.06
H -0.268449 -2.051815 0.975520 -1.10 -0.72 -0.17
H 2.083450 1.656006 -0.739484 2.60 2.72 -0.52

***

Entry 8:
25
Properties=species:S:1:pos:R:3:forces:R:3 method="wB97M-V/def2-TZVPD" charge=+1 e_tot_ev=-12520.4947 de_lowest_ev=4.170 lumo_energy_ev=-3.609
C -0.593611 -0.326806 -2.611242 1.97 -0.63 0.98
C -0.879725 -0.355752 -1.103177 0.01 -0.13 -2.63
N 0.043475 -0.049786 -0.109062 3.48 2.18 1.64
C 0.565175 1.300208 0.016210 2.23 0.45 1.09
C 0.459076 1.810588 1.557640 -0.95 3.13 -4.55
N -0.728463 1.292345 2.097487 -2.14 -0.98 0.54
C -0.761674 -0.030757 2.172485 1.94 1.78 -0.59
O 0.374498 -0.592767 2.413256 0.47 -0.72 0.56
C 0.619927 -1.725179 1.590415 0.54 -0.85 -1.03
C 1.046456 -1.065434 0.220058 0.59 1.70 4.42
H -1.423424 -0.366471 -3.300669 -0.34 0.22 0.27
H 0.102975 0.456473 -2.797212 -0.04 1.43 -0.50
H 0.072972 -1.129750 -2.820039 0.25 -1.28 -0.52
H -1.180959 -1.279605 -0.798680 -1.55 -2.87 0.23
H -1.670304 0.276948 -1.051347 -2.65 1.98 1.00
H 0.093131 2.116276 -0.465167 -1.45 -0.07 -1.27
H 1.665205 1.485518 -0.353449 -1.78 -0.88 0.96
H 1.255591 1.496316 2.041566 3.57 -1.45 2.58
H 0.568373 2.938582 1.417521 -0.82 -1.45 0.95
H -1.607851 1.741152 1.871344 0.05 0.09 0.22
H -1.520439 -0.739954 2.169477 -2.41 -0.20 -0.12
H -0.176076 -2.412751 1.343898 -1.34 0.36 0.60
H 1.300841 -2.373803 2.146351 0.59 0.51 -0.47
H 2.064826 -0.735760 0.578662 -0.89 0.42 -1.70
H 1.016799 -1.748876 -0.510436 0.67 -2.72 -2.67

***

Entry 9:
25
Properties=species:S:1:pos:R:3:forces:R:3 method="wB97M-V/def2-TZVPD" charge=+1 e_tot_ev=-12517.9715 de_lowest_ev=6.693 lumo_energy_ev=-3.655
C 1.625316 0.166059 -1.089166 1.01 -1.62 -2.14
C 2.673349 -0.176161 -0.315153 -1.09 1.19 -0.46
C 0.510762 0.510399 -0.189791 0.28 -2.96 -0.33
C -0.067668 -2.248211 -0.710492 -4.20 0.53 -0.48
C -1.469516 -1.080183 1.325696 2.98 -1.25 -1.39
C -0.183694 1.685425 -0.624637 0.68 2.83 1.72
C -0.910117 -1.145873 -0.111113 1.04 3.43 -0.88
N 1.171189 0.597676 1.090907 -3.33 0.69 0.14
N -1.331649 1.967500 0.297969 -0.85 0.76 -2.20
O 2.395585 0.106451 0.964245 3.69 -1.92 1.27
H 1.607065 -0.018622 -2.218093 -0.20 0.49 1.97
H 3.684985 -0.513420 -0.441394 0.00 -0.20 -0.39
H -0.744210 -3.088835 -0.888091 -0.04 -0.30 0.25
H 0.658343 -2.558203 -0.088672 2.90 -1.01 1.91
H 0.219997 -2.002398 -1.698054 0.82 0.49 -0.77
H -1.099751 -0.132536 1.779722 0.42 -1.37 0.75
H -1.095539 -2.079393 1.667585 -0.14 1.37 1.21
H -2.502935 -1.078685 1.438906 -2.03 -0.14 -0.35
H -0.508993 1.716872 -1.609428 -0.81 -0.64 -1.78
H 0.405795 2.622480 -0.531389 0.28 -0.52 -0.11
H -1.619765 -0.795250 -0.856611 -0.18 0.03 -0.15
H 1.290180 1.503663 1.510834 -0.13 0.69 -0.09
H -2.039059 2.345958 -0.367096 0.00 -0.01 1.44
H -1.057370 2.624908 1.018311 -0.40 0.06 0.26
H -1.612292 1.070374 0.645010 -0.69 -0.62 0.62